A structure of composition C35H29BrF2N8O2Y. Source: the OMol25 dataset; level of theory: ωB97M-V/def2-TZVPD.

Calculated values
DFT total energy: -4751.9743 hartree
HOMO level (alpha / beta): -2.79 / -3.79 eV
LUMO energy (alpha / beta): 2.47 / 2.48 eV
orbital gap (alpha / beta): 5.3 / 6.3 eV
net charge: -1

Last column: Löwdin charge in e.
Cartesian coordinates (Å):
Y -0.657 -0.238 0.378  1.38
N 1.285 -2.827 -1.339  0.15
C 2.072 -2.350 -0.332  -0.46
N 3.288 -2.894 -0.233  0.14
C 4.033 -2.363 0.752  -0.49
N 5.309 -2.869 0.860  0.12
N 3.689 -1.417 1.592  0.15
C 2.438 -0.909 1.413  -0.29
N 1.576 -1.376 0.437  0.08
C 2.021 0.155 2.243  -0.24
C 2.880 0.725 3.230  -0.03
C 2.432 1.740 4.016  -0.10
C 1.114 2.237 3.850  -0.09
C 0.348 1.669 2.861  -0.20
N 0.761 0.670 2.073  -0.05
H 1.621 -3.688 -1.738  0.09
H 0.284 -2.767 -1.192  0.03
H 5.445 -3.773 0.442  0.08
H 5.754 -2.701 1.745  0.08
H 3.881 0.331 3.325  0.09
H 3.089 2.169 4.764  0.09
H 0.714 3.044 4.446  0.09
H -0.668 2.013 2.687  0.11
F -3.593 -4.419 -2.576  0.04
C -2.960 -4.104 -1.416  -0.28
C -2.268 -2.914 -1.322  -0.10
C -1.609 -2.535 -0.144  -0.15
C -1.667 -3.453 0.929  -0.15
C -2.399 -4.629 0.788  -0.22
F -2.543 -5.494 1.832  0.03
C -3.059 -4.991 -0.368  0.05
C -0.996 -3.126 2.220  -0.21
C -0.491 -4.105 3.078  -0.01
C 0.065 -3.735 4.286  -0.06
C 0.082 -2.396 4.633  -0.06
C -0.393 -1.483 3.711  -0.12
N -0.884 -1.821 2.518  0.08
H -2.263 -2.288 -2.203  0.04
H -3.627 -5.906 -0.429  0.12
H -0.533 -5.142 2.788  0.11
H 0.474 -4.486 4.950  0.10
H 0.483 -2.049 5.575  0.10
H -0.367 -0.426 3.930  0.10
Br -0.775 -0.351 -3.424  0.84
C -2.396 0.231 -2.661  -0.74
C -3.441 0.553 -3.518  -0.10
C -4.630 0.970 -2.949  -0.05
C -4.740 1.058 -1.571  0.01
C -3.637 0.724 -0.803  -0.17
N -2.489 0.311 -1.348  0.03
C -3.684 0.859 0.725  -0.61
O -4.749 1.189 1.222  0.04
O -2.571 0.629 1.307  -0.15
H -3.304 0.470 -4.586  0.10
H -5.469 1.230 -3.584  0.11
H -5.636 1.381 -1.064  0.12
C 0.842 3.821 0.150  -0.08
C 0.346 3.042 -1.079  -0.61
C -1.122 3.437 -1.293  -0.06
C 0.462 1.552 -0.782  -0.12
C 1.180 3.377 -2.317  -0.18
C 0.707 3.036 -3.587  -0.06
C 1.466 3.241 -4.727  -0.09
C 2.734 3.803 -4.630  -0.12
C 3.217 4.161 -3.383  -0.10
C 2.447 3.953 -2.243  -0.04
H 0.160 3.659 0.984  0.06
H 0.883 4.899 -0.042  0.08
H 1.827 3.488 0.482  0.08
H -1.688 3.168 -0.398  0.08
H -1.574 2.904 -2.131  0.05
H -1.236 4.511 -1.469  0.09
H 1.529 1.281 -0.884  0.02
H -0.271 2.585 -3.680  0.07
H 1.069 2.956 -5.694  0.09
H 3.337 3.952 -5.517  0.09
H 4.201 4.604 -3.288  0.09
H 2.846 4.236 -1.280  0.10

A structure of composition C35H29Cl3HfN5O6. Source: the OMol25 dataset; level of theory: ωB97M-V/def2-TZVPD.

Calculated values
DFT total energy: -3504.9092 hartree
HOMO level: -9.59 eV
LUMO energy: -3.92 eV
orbital gap: 5.7 eV
net charge: +1

Last column: Löwdin charge in e.
Cartesian coordinates (Å):
Hf -0.698 0.220 -0.278  1.83
Cl 0.068 -6.462 -1.829  0.68
C -0.896 -5.060 -1.489  -0.67
C -0.669 -4.210 -0.430  -0.02
C -1.076 -2.846 -0.512  -0.22
N -0.642 -1.893 0.405  -0.08
C -0.846 -2.075 1.774  -0.42
O -0.438 -3.059 2.400  0.10
C -1.705 -0.956 2.334  -0.16
C -2.145 -1.026 3.650  0.04
C -3.179 -0.117 4.006  -0.02
C -3.731 0.741 3.067  -0.02
C -3.146 0.781 1.769  -0.08
N -2.105 0.021 1.444  -0.01
C -1.807 -2.360 -1.614  -0.21
C -2.211 -3.282 -2.603  -0.03
C -1.849 -4.608 -2.483  -0.68
Cl -2.704 -5.802 -3.369  0.70
N -2.167 -1.013 -1.496  -0.01
C -3.082 -0.396 -2.311  -0.44
O -3.742 -0.904 -3.211  0.08
C -3.339 1.005 -1.863  -0.18
C -4.548 1.609 -2.146  0.04
C -4.680 2.967 -1.798  0.00
C -3.547 3.673 -1.359  -0.03
C -2.372 2.977 -1.210  -0.13
N -2.299 1.650 -1.275  0.00
H -0.138 -4.493 0.486  0.12
H -1.837 -1.834 4.306  0.14
H -3.600 -0.205 4.993  0.12
H -4.599 1.363 3.397  0.14
H -3.670 1.313 0.965  0.12
H -2.781 -2.872 -3.425  0.11
H -5.348 1.018 -2.547  0.13
H -5.640 3.422 -1.911  0.11
H -3.598 4.742 -1.083  0.13
H -1.415 3.432 -0.996  0.09
O 1.075 -0.151 0.879  -0.21
C 2.202 0.586 1.525  -0.12
C 2.127 0.487 3.051  -0.12
C 0.830 1.049 3.665  -0.11
C -0.098 1.980 2.935  -0.28
C -1.028 2.721 3.679  -0.01
C -1.701 3.837 3.089  -0.03
C -1.311 4.211 1.831  -0.08
C -0.385 3.445 1.163  -0.12
N 0.062 2.214 1.615  0.05
H 1.071 -1.130 0.955  0.11
H 2.111 1.591 1.174  0.10
H 3.119 0.151 1.206  0.12
H 2.944 1.061 3.411  0.11
H 2.292 -0.573 3.384  0.14
H 1.110 1.556 4.629  0.14
H 0.187 0.230 4.012  0.10
H -1.231 2.460 4.734  0.13
H -2.517 4.350 3.588  0.12
H -1.750 5.119 1.346  0.13
H 0.023 3.751 0.207  0.11
C 6.037 0.418 -1.081  -0.04
C 5.310 -0.763 -1.711  -0.18
C 5.834 -2.108 -1.718  -0.06
C 5.123 -3.131 -2.327  -0.69
Cl 5.846 -4.696 -2.410  0.68
C 3.910 -2.890 -3.003  -0.08
C 3.276 -1.642 -2.864  0.00
C 4.011 -0.589 -2.261  -0.20
O 3.512 0.720 -2.248  -0.05
C 2.290 1.042 -2.964  -0.05
C 1.057 0.740 -2.063  -0.56
O 0.579 -0.399 -2.017  -0.02
O 0.590 1.650 -1.302  -0.10
H 5.595 0.647 -0.099  0.07
H 5.945 1.302 -1.745  0.09
H 7.134 0.190 -1.000  0.10
H 6.769 -2.353 -1.176  0.12
H 3.476 -3.720 -3.519  0.10
H 2.262 -1.509 -3.202  0.10
H 2.162 0.553 -3.921  0.13
H 2.327 2.131 -3.202  0.15

A structure of composition C35H30AsCuN2O4PS. Source: the OMol25 dataset; level of theory: ωB97M-V/def2-TZVPD.

Calculated values
DFT total energy: -6378.1925 hartree
HOMO level: -4.55 eV
LUMO energy: 2.15 eV
orbital gap: 6.7 eV
net charge: -1

Last column: Löwdin charge in e.
Cartesian coordinates (Å):
Cu 0.273 -0.473 -0.013  0.20
O -1.252 -3.176 -2.482  0.01
C -1.026 -2.287 -1.673  -0.60
O -0.089 -2.280 -0.792  -0.13
C -1.925 -0.991 -1.697  -0.55
O -3.070 -1.031 -2.111  0.03
O -1.338 0.077 -1.240  -0.16
N -2.271 1.514 0.732  0.13
C -1.386 1.402 1.716  -0.66
N -0.484 0.456 1.791  0.05
C 0.335 0.634 2.888  -0.32
C 1.424 -0.174 3.208  -0.03
C 2.214 0.159 4.297  -0.10
C 1.925 1.274 5.082  -0.11
C 0.827 2.073 4.790  -0.11
C 0.047 1.744 3.694  -0.49
S -1.334 2.581 3.037  1.05
H -2.091 0.947 -0.150  0.07
H -2.892 2.302 0.723  0.09
H 1.633 -1.040 2.591  0.11
H 3.074 -0.453 4.538  0.09
H 2.559 1.521 5.924  0.09
H 0.598 2.941 5.395  0.10
C 3.764 0.156 0.347  -0.39
C 4.958 0.962 -0.142  -0.46
As 6.623 0.406 0.748  1.29
C 6.191 1.094 2.530  -0.42
C 6.169 0.206 3.601  -0.13
C 5.856 0.648 4.882  -0.10
C 5.560 1.984 5.099  -0.10
C 5.576 2.878 4.035  -0.09
C 5.893 2.436 2.760  -0.12
C 7.748 1.908 0.188  -0.42
C 7.521 2.612 -0.991  -0.11
C 8.373 3.642 -1.375  -0.09
C 9.461 3.979 -0.586  -0.10
C 9.698 3.279 0.591  -0.10
C 8.850 2.250 0.969  -0.13
P 2.109 0.679 -0.287  1.04
C 2.432 0.902 -2.071  -0.34
C 3.147 1.969 -2.617  -0.11
C 3.365 2.039 -3.984  -0.09
C 2.872 1.041 -4.818  -0.09
C 2.155 -0.019 -4.284  -0.07
C 1.929 -0.087 -2.915  -0.06
C 1.945 2.390 0.335  -0.34
C 1.018 3.230 -0.287  -0.09
C 0.755 4.491 0.224  -0.09
C 1.397 4.926 1.377  -0.10
C 2.296 4.089 2.018  -0.09
C 2.565 2.827 1.502  -0.09
H 3.686 0.161 1.439  0.05
H 3.857 -0.893 0.057  0.09
H 4.819 2.032 0.026  0.06
H 5.090 0.805 -1.214  0.06
H 6.397 -0.840 3.434  0.09
H 5.841 -0.053 5.707  0.10
H 5.313 2.331 6.095  0.10
H 5.341 3.923 4.200  0.10
H 5.911 3.142 1.937  0.11
H 6.673 2.371 -1.620  0.09
H 8.179 4.183 -2.293  0.10
H 10.122 4.784 -0.883  0.10
H 10.545 3.536 1.215  0.10
H 9.040 1.715 1.894  0.10
H 3.521 2.755 -1.971  0.10
H 3.913 2.874 -4.402  0.10
H 3.037 1.101 -5.887  0.10
H 1.749 -0.787 -4.930  0.11
H 1.337 -0.895 -2.496  0.09
H 0.491 2.882 -1.169  0.12
H 0.034 5.130 -0.271  0.10
H 1.182 5.908 1.782  0.10
H 2.783 4.404 2.934  0.10
H 3.248 2.179 2.040  0.08

A structure of composition C35H30BBrIrN2O5Te. Source: the OMol25 dataset; level of theory: ωB97M-V/def2-TZVPD.

Calculated values
DFT total energy: -4808.4580 hartree
HOMO level: -10.62 eV
LUMO energy: -4.06 eV
orbital gap: 6.6 eV
net charge: +1

Last column: Löwdin charge in e.
Cartesian coordinates (Å):
Ir 0.847 -0.380 0.446  1.30
Br 1.863 -2.722 2.852  0.93
C 1.485 -0.944 3.286  -0.67
C 1.541 -0.563 4.618  -0.07
C 1.337 0.760 4.965  -0.01
C 1.110 1.694 3.967  0.04
C 1.068 1.258 2.666  -0.14
N 1.214 -0.041 2.333  -0.09
C 0.958 2.196 1.489  -0.53
O 0.800 3.377 1.633  0.13
O 1.115 1.593 0.324  -0.17
H 1.760 -1.313 5.363  0.11
H 1.381 1.058 6.004  0.13
H 0.984 2.751 4.153  0.14
O 3.528 -0.630 -0.886  0.13
B 2.869 -0.556 0.340  -0.66
O 3.782 -0.395 1.387  0.11
C 5.026 -0.352 0.778  -0.19
C 6.257 -0.173 1.360  0.02
C 7.353 -0.144 0.496  -0.08
C 7.197 -0.285 -0.879  -0.08
C 5.937 -0.460 -1.453  0.01
C 4.874 -0.491 -0.586  -0.20
H 6.366 -0.050 2.428  0.12
H 8.344 -0.004 0.904  0.11
H 8.068 -0.253 -1.519  0.11
H 5.798 -0.558 -2.521  0.12
C -0.274 6.049 -2.041  -0.03
C -0.605 4.590 -1.902  -0.23
C -1.823 4.182 -1.371  0.01
C -2.180 2.842 -1.249  -0.30
C -3.498 2.478 -0.617  -0.08
C -1.206 1.937 -1.670  -0.35
Te -1.947 -0.047 -1.697  1.88
N -1.431 -0.140 0.212  -0.31
C -1.666 -1.223 1.016  -0.55
O -0.648 -1.859 1.384  -0.12
C -2.988 -1.588 1.564  -0.15
C -3.034 -2.260 2.784  -0.01
C -4.255 -2.582 3.352  -0.05
C -5.434 -2.248 2.700  -0.06
C -5.393 -1.595 1.474  -0.06
C -4.174 -1.259 0.911  -0.04
C -1.234 -2.067 -2.008  -0.35
C 0.010 -2.495 -1.575  -0.14
C 0.387 -3.818 -1.681  -0.04
C -0.499 -4.701 -2.285  -0.04
C -1.730 -4.260 -2.739  -0.02
C -2.147 -2.931 -2.616  -0.30
C -3.540 -2.565 -3.062  -0.08
C 0.024 2.267 -2.221  -0.31
C 1.049 1.269 -2.676  -0.04
C 0.306 3.624 -2.310  0.01
H -1.116 6.678 -1.761  0.08
H 0.004 6.286 -3.068  0.09
H 0.572 6.311 -1.404  0.09
H -2.532 4.929 -1.030  0.13
H -4.099 3.375 -0.486  0.09
H -3.345 2.022 0.364  0.08
H -4.086 1.781 -1.219  0.05
H -2.108 -2.522 3.277  0.12
H -4.289 -3.101 4.300  0.11
H -6.387 -2.494 3.147  0.11
H -6.312 -1.348 0.961  0.11
H -4.158 -0.747 -0.045  0.06
H 0.715 -1.793 -1.122  0.04
H 1.345 -4.148 -1.304  0.12
H -0.227 -5.741 -2.405  0.12
H -2.404 -4.963 -3.214  0.12
H -3.906 -3.299 -3.777  0.09
H -3.600 -1.587 -3.536  0.05
H -4.222 -2.562 -2.209  0.09
H 0.623 0.269 -2.842  0.05
H 1.832 1.167 -1.925  0.07
H 1.505 1.585 -3.613  0.10
H 1.265 3.931 -2.713  0.14

A structure of composition C35H30BiClNP. Source: the OMol25 dataset; level of theory: ωB97M-V/def2-TZVPD.

Calculated values
DFT total energy: -2422.5426 hartree
HOMO level: -6.91 eV
LUMO energy: -1.00 eV
orbital gap: 5.9 eV

Last column: natural (NBO) charge in e.
Cartesian coordinates (Å):
C -0.712 -2.716 2.209  -0.29
C -0.583 -3.417 1.002  -0.25
C 0.801 -3.510 0.661  -0.26
H -1.400 -3.854 0.407  0.22
C 1.561 -2.896 1.673  -0.33
C 0.631 -2.396 2.692  -0.50
H 0.893 -2.034 3.694  0.25
H -1.639 -2.583 2.791  0.24
H 1.194 -4.005 -0.243  0.23
H 2.657 -2.874 1.745  0.24
Bi 0.965 -0.129 1.795  1.56
Cl 3.409 0.136 1.896  -0.57
P 0.373 -0.544 -2.384  0.81
C 1.687 -1.638 -2.865  -0.26
C 1.412 -2.501 -3.946  -0.23
H 0.409 -2.499 -4.373  0.22
C 2.425 -3.308 -4.456  -0.21
H 2.228 -3.915 -5.346  0.22
C 3.684 -3.298 -3.841  -0.21
H 4.479 -3.908 -4.256  0.22
C 3.937 -2.524 -2.696  -0.20
H 4.931 -2.536 -2.232  0.22
C 2.927 -1.717 -2.171  -0.22
H 3.055 -1.136 -1.250  0.23
C -1.266 -1.089 -2.794  -0.34
C -1.682 -2.418 -2.512  -0.25
H -0.977 -3.118 -2.052  0.22
C -2.986 -2.807 -2.815  -0.14
H -3.284 -3.852 -2.688  0.21
C -3.897 -1.863 -3.309  -0.25
H -4.899 -2.177 -3.585  0.21
C -3.536 -0.514 -3.435  -0.21
H -4.258 0.224 -3.800  0.22
C -2.239 -0.114 -3.127  -0.21
H -1.952 0.938 -3.145  0.22
C 0.686 1.175 -2.758  -0.26
C 1.383 1.402 -3.956  -0.22
H 1.705 0.549 -4.550  0.22
C 1.634 2.708 -4.367  -0.21
H 2.108 2.888 -5.336  0.22
C 1.255 3.779 -3.546  -0.20
H 1.447 4.803 -3.875  0.22
C 0.636 3.556 -2.302  -0.21
H 0.367 4.407 -1.665  0.22
C 0.348 2.252 -1.900  -0.22
H -0.123 2.031 -0.940  0.22
C 0.595 5.335 2.988  -0.27
C 1.201 4.542 2.003  -0.17
C 0.839 3.205 1.901  -0.30
C -0.120 2.687 2.811  0.26
C -0.773 3.494 3.760  -0.30
C -0.380 4.828 3.866  -0.18
N -0.369 1.338 2.817  -0.82
C -1.170 0.665 3.754  0.13
C -0.571 0.286 4.970  -0.25
C -1.376 -0.259 5.955  -0.20
C -2.731 -0.517 5.668  -0.23
C -3.290 -0.252 4.402  -0.19
C -2.483 0.286 3.408  -0.24
H 0.886 6.378 3.085  0.21
H 1.949 4.938 1.321  0.22
H 1.334 2.534 1.178  0.20
H -1.525 3.018 4.403  0.23
H -0.856 5.431 4.635  0.22
H 0.503 0.500 5.085  0.22
H -0.930 -0.476 6.932  0.22
H -3.363 -0.939 6.449  0.22
H -4.344 -0.461 4.187  0.22
H -2.817 0.481 2.375  0.23

A structure of composition C35H30BrMgN8O4. Source: the OMol25 dataset; level of theory: ωB97M-V/def2-TZVPD.

Calculated values
DFT total energy: -4865.1033 hartree
HOMO level: -4.32 eV
LUMO energy: 2.42 eV
orbital gap: 6.7 eV
net charge: -1

Last column: Löwdin charge in e.
Cartesian coordinates (Å):
Mg 0.721 0.895 -0.137  0.61
O 2.299 1.972 0.602  -0.15
C 2.252 3.109 1.232  -0.33
C 3.129 3.388 2.313  -0.03
C 3.096 4.588 2.991  -0.11
C 2.218 5.615 2.619  -0.13
C 1.383 5.389 1.544  -0.07
C 1.366 4.172 0.857  -0.13
C 0.509 4.052 -0.326  -0.08
N 0.258 2.939 -0.884  -0.01
C -0.369 2.866 -2.199  -0.18
C 0.654 2.145 -3.095  -0.18
N 1.294 1.069 -2.310  0.00
C 2.370 0.562 -2.766  -0.10
C 3.107 -0.556 -2.176  -0.13
C 4.193 -1.061 -2.905  -0.08
C 4.915 -2.160 -2.491  -0.13
C 4.530 -2.786 -1.292  -0.11
C 3.482 -2.311 -0.540  -0.03
C 2.724 -1.167 -0.933  -0.36
O 1.769 -0.736 -0.190  -0.12
H 3.830 2.615 2.607  0.09
H 3.769 4.739 3.829  0.09
H 2.204 6.559 3.149  0.08
H 0.707 6.174 1.209  0.10
H 0.116 4.984 -0.751  0.12
H -0.633 3.840 -2.615  0.11
H -1.280 2.266 -2.130  0.11
H 1.403 2.864 -3.438  0.11
H 0.157 1.734 -3.975  0.11
H 2.793 0.950 -3.702  0.12
H 4.459 -0.561 -3.835  0.10
H 5.743 -2.538 -3.076  0.08
H 5.071 -3.665 -0.953  0.09
H 3.185 -2.793 0.385  0.10
Br -3.535 -6.712 -0.778  0.70
C -4.391 -5.036 -1.033  -0.71
C -4.363 -4.089 -0.020  -0.12
C -4.971 -2.856 -0.220  -0.02
C -5.611 -2.562 -1.425  -0.30
C -5.660 -3.543 -2.406  -0.05
C -5.039 -4.775 -2.225  -0.14
N -6.384 -1.371 -1.629  0.04
N -5.987 -0.239 -1.233  0.04
C -4.664 0.101 -0.909  -0.26
C -4.577 1.092 0.076  -0.04
C -3.405 1.478 0.696  -0.01
C -2.177 0.907 0.306  -0.35
O -1.055 1.215 0.791  -0.07
C -2.229 -0.067 -0.801  -0.13
N -1.010 -0.512 -1.190  0.11
C -0.928 -1.293 -2.245  -0.12
C -2.048 -1.591 -3.032  -0.04
C -3.283 -1.138 -2.642  -0.01
C -3.429 -0.413 -1.441  -0.11
H -3.862 -4.305 0.915  0.10
H -4.944 -2.109 0.564  0.12
H -6.187 -3.325 -3.328  0.11
H -5.070 -5.527 -3.004  0.09
H -5.524 1.517 0.395  0.11
H -3.393 2.219 1.488  0.11
H 0.061 -1.669 -2.496  0.11
H -1.932 -2.159 -3.946  0.10
H -4.143 -1.319 -3.269  0.11
C 3.450 -1.550 4.686  -0.05
N 2.310 -0.841 4.173  -0.11
C 0.968 -0.970 4.699  -0.06
C 0.143 -0.242 3.625  -0.46
O -1.058 -0.110 3.713  0.05
N 0.994 0.168 2.612  0.19
C 2.205 -0.213 2.967  -0.40
N 3.262 0.035 2.188  0.21
H 3.476 -1.465 5.772  0.08
H 4.378 -1.121 4.309  0.08
H 3.435 -2.614 4.427  0.09
H 0.852 -0.481 5.667  0.12
H 0.643 -2.010 4.782  0.13
H 3.081 0.616 1.374  0.06
H 4.179 -0.273 2.429  0.10

The records above give, respectively, energy above the lowest of the compared OMol25 structures with the same formula, charge and spin values of 0.409; 0.463; 0.000; 2.467; 1.198; 0.345 eV.